The following is a quantum chemistry calculation of 2 unconnected molecules or ions with the total composition C2H8N2O2, from OMol25.

Values from the calculation:
- SMILES string: O=CO.NCN
- Gap between HOMO and LUMO: 10.112 eV
- HOMO level: -9.196 eV
- LUMO level: 0.92 eV
- E: -340.9538 Ha

Cartesian coordinates (Å):
O1 -0.25934 1.35029 1.95198
C1 0.12887 0.18818 2.05988
O2 1.25222 -0.29591 1.53313
H1 -0.23669 -0.48022 2.72414
H2 1.74111 0.40788 1.10206
N1 -0.06115 -1.57203 -2.04614
C2 -0.90796 -0.41632 -1.68795
N2 -0.13766 0.74443 -1.19917
H3 -0.33488 -1.96681 -2.93114
H4 0.77199 -1.05458 -2.28291
H5 -1.55013 -0.76520 -0.76730
H6 -1.75636 -0.06257 -2.54126
H7 0.36912 1.29550 -1.86880
H8 -0.88093 1.35302 -0.83023